Formula: CH4BrN4
Source: OMol25
Level of theory: ωB97M-V/def2-TZVPD

XYZ file:
```
10
Properties=species:S:1:pos:R:3:forces:R:3:mulliken_charge:R:1
C 1.091748 0.403909 0.245017 -2.2 1.7 -0.1 0.233
N -1.006616 1.450945 -0.195045 -0.8 -0.3 0.5 -0.677
N 0.197898 1.035872 -0.105178 -0.9 0.8 -0.2 0.517
N -1.665156 -1.511681 -0.356954 2.1 -1.0 2.4 -0.412
N 2.160656 -0.168669 0.510232 1.6 -3.1 -2.5 -0.337
Br -2.394675 -0.178958 0.305421 -0.1 1.2 -0.4 0.573
H -1.113329 2.301322 -0.720422 -0.2 0.1 -0.5 0.253
H -2.054139 -2.010964 -1.104413 -1.4 0.2 -2.0 0.272
H 2.213404 -1.070097 0.061590 0.6 -0.3 -0.7 0.313
H 2.570205 -0.251679 1.359750 1.3 0.6 3.5 0.265
```
Positions in Å, forces in eV/Å.

## Properties
max |F|: 4.28 eV/Å
net charge: +1
E_tot: -77090.8044 eV
energy relative to the best compared isomer or geometry (same formula, charge and spin): 4.6498 eV
E_HOMO (alpha / beta): -0.5182 / -0.5182 Eh

---

Formula: C5H10O2
Source: OMol25
Level of theory: ωB97M-V/def2-TZVPD

XYZ file:
```
17
Properties=species:S:1:pos:R:3:forces:R:3:mulliken_charge:R:1
C -0.592439 -1.872378 1.184775 -0.1 -0.2 0.1 -0.749
O 0.345715 -0.824776 1.026376 0.0 0.0 0.0 -0.459
C -0.250602 0.431221 0.835326 -0.1 0.1 0.0 -0.018
C 0.695788 1.535654 0.534093 0.1 0.2 0.1 -0.666
C -0.263852 1.080517 -0.532471 -0.1 -0.1 -0.1 -0.118
C 0.230649 0.416874 -1.807708 -0.2 0.3 -0.1 -0.618
O 1.132525 -0.648685 -1.618873 0.1 -0.1 0.2 -0.567
H -1.283669 -1.932561 0.331333 0.1 0.0 0.1 0.309
H -1.169960 -1.740033 2.112473 0.1 0.0 -0.2 0.322
H -0.016676 -2.799238 1.256316 -0.1 0.1 0.0 0.259
H -1.098623 0.619037 1.494540 0.1 0.0 -0.1 0.414
H 0.554630 2.501096 1.004097 0.0 -0.1 0.0 0.280
H 1.728249 1.220527 0.418868 -0.1 0.0 0.0 0.223
H -1.117433 1.733699 -0.709181 0.1 -0.1 0.0 0.373
H -0.641355 0.097452 -2.401169 0.1 -0.1 0.2 0.292
H 0.751018 1.175824 -2.406393 -0.1 -0.1 0.0 0.309
H 0.996035 -0.994230 -0.722403 0.1 0.0 -0.2 0.416
```
Positions in Å, forces in eV/Å.

## Properties
max |F|: 0.38 eV/Å
E_tot: -9440.4230 eV
structure (SMILES): CO[C@H]1C[C@H]1CO
energy relative to the best compared isomer or geometry (same formula, charge and spin): 2.6200 eV
E_HOMO: -0.3493 Eh

---

Formula: C15H27N5O9PS2Ti
Source: OMol25
Level of theory: ωB97M-V/def2-TZVPD

XYZ file:
```
60
Properties=species:S:1:pos:R:3:forces:R:3:lowdin_spin:R:1
Ti -0.582607 0.290164 0.355612 0.2 0.3 0.3 0.976
C -5.077384 -0.191689 0.540405 0.0 0.0 0.0 0.000
O -4.457486 -1.280335 1.252449 0.0 0.0 0.1 0.002
C -3.139707 -1.186841 1.352578 0.1 -0.2 -0.2 0.006
O -2.520688 -0.182321 1.026693 -0.5 0.1 0.2 0.017
N -2.563448 -2.303849 1.857524 -0.1 0.1 0.1 0.001
N -1.176331 -2.349566 1.703093 -0.1 0.0 0.1 0.003
H -6.132466 -0.440524 0.501637 0.0 0.0 0.0 0.000
H -4.655215 -0.122755 -0.460168 0.0 0.0 0.0 0.000
H -4.917382 0.743889 1.070079 0.0 0.0 0.0 0.000
H -3.101083 -3.148147 1.710063 0.0 0.0 0.0 0.000
H -0.913633 -2.789311 0.824416 0.0 -0.1 0.0 0.000
H -0.740204 -2.769578 2.509790 0.0 0.0 0.0 0.000
O 1.256219 4.863109 -3.267060 -0.1 0.0 0.0 0.151
C 0.946342 3.951594 -2.511588 0.1 0.0 0.0 0.096
C -0.496064 3.273878 -2.534400 0.0 0.0 -0.1 0.030
O -1.400138 3.584474 -3.293919 0.0 0.0 0.0 0.017
C -0.429339 2.294980 -1.497963 0.0 -0.1 0.2 0.148
C 0.829436 2.309269 -0.917258 -0.2 -0.2 0.1 0.017
O 1.017326 1.469404 0.070778 0.3 0.3 -0.2 0.003
C 1.738088 3.305691 -1.457096 0.0 0.1 -0.1 0.196
O 2.910311 3.551269 -1.046335 -0.1 0.0 0.0 0.274
O -1.321995 1.423642 -0.929357 0.0 0.0 0.0 -0.002
C 3.137055 0.576003 1.500212 0.1 -0.1 0.0 0.000
N 2.584029 1.340923 2.615481 -0.1 0.0 0.0 0.000
C 3.547883 2.232364 3.246290 0.0 -0.1 0.0 0.000
P 0.984367 1.516291 2.895236 0.0 -0.2 0.1 0.001
O 0.148409 0.380930 2.314899 0.1 0.3 0.0 0.002
N 0.914327 1.454003 4.571681 -0.1 -0.1 0.0 0.000
C 1.209431 0.151192 5.152396 0.0 0.0 0.0 0.000
C -0.102372 2.180509 5.310960 0.0 0.0 0.0 0.000
N 0.407838 3.010211 2.535808 0.0 0.0 -0.2 0.000
C -1.028003 3.135635 2.302617 0.0 0.1 -0.1 0.001
C 1.205281 4.034779 1.855226 0.0 0.0 0.0 0.001
H 4.020372 0.043864 1.867747 0.0 0.0 0.0 0.000
H 3.407398 1.229322 0.669320 0.0 0.0 0.0 0.000
H 2.412980 -0.148358 1.140666 0.0 0.0 0.0 0.000
H 4.373098 1.643123 3.658240 0.0 0.0 0.0 0.000
H 3.081139 2.784997 4.058358 0.0 0.0 0.0 0.000
H 3.960107 2.938485 2.520755 0.0 0.0 0.0 0.000
H 2.019593 -0.323886 4.600883 0.0 0.0 0.0 0.000
H 0.338794 -0.515881 5.132782 0.0 0.0 0.0 0.000
H 1.524028 0.279786 6.190729 0.0 0.0 0.0 0.000
H -0.216926 3.180026 4.899730 0.0 0.0 0.0 0.000
H 0.214718 2.270259 6.352878 0.0 0.0 0.0 0.000
H -1.078651 1.676358 5.301084 0.0 0.0 0.0 0.000
H -1.583185 2.361826 2.833522 0.0 0.0 0.0 0.000
H -1.259233 3.061193 1.232492 0.0 0.0 0.0 0.001
H -1.372685 4.109910 2.658780 0.0 0.0 0.0 0.000
H 2.175291 3.660034 1.543510 0.0 0.0 0.0 0.000
H 1.327747 4.910427 2.498861 0.0 0.0 0.0 0.000
H 0.705630 4.337090 0.935329 0.0 0.0 0.0 0.001
C -2.292497 -0.530884 -3.586368 0.0 0.0 0.0 0.000
O -1.081777 -0.871465 -2.908437 0.0 0.0 0.0 0.005
C -1.118406 -1.633275 -1.829524 0.0 0.1 -0.1 0.010
S -2.465288 -2.540469 -1.411488 0.1 0.0 -0.1 0.028
S 0.383493 -1.545539 -0.958740 0.1 -0.3 -0.3 0.012
H -1.990981 0.161206 -4.367002 0.0 0.0 0.0 0.000
H -2.964478 -0.028602 -2.891182 0.0 0.0 0.0 0.000
H -2.771490 -1.418158 -3.997851 0.0 0.0 0.0 0.000
```
Positions in Å, forces in eV/Å.

## Properties
max |F|: 0.50 eV/Å
net charge: -1
2S+1: 3
E_tot: -95950.2706 eV
energy relative to the best compared isomer or geometry (same formula, charge and spin): 0.5641 eV
E_HOMO (alpha / beta): -0.0622 / -0.1444 Eh

---

Formula: C22H25N2O4Ti
Source: OMol25
Level of theory: ωB97M-V/def2-TZVPD

XYZ file:
```
54
Properties=species:S:1:pos:R:3:forces:R:3:lowdin_spin:R:1
C -3.590574 -0.984688 -1.669789 1.3 -1.6 0.2 0.018
C -2.200715 -0.997808 -2.087732 -1.2 -1.0 0.3 0.000
C -1.383883 -1.275423 -0.963476 0.1 0.1 -0.2 0.038
H -1.880010 -0.921436 -3.122302 0.0 0.1 0.2 0.001
C -2.194197 -1.289354 0.181077 -1.2 -0.4 -0.3 -0.004
C -3.563711 -1.115106 -0.218312 0.8 -0.8 -0.3 0.018
H -1.910448 -1.556798 1.207081 0.1 0.5 -0.5 -0.001
C -1.927860 2.996442 -0.811498 0.1 -0.5 1.2 0.045
C -1.579354 2.028294 -1.975729 -1.3 1.4 0.2 0.089
C -0.295767 1.557729 -1.660217 1.6 0.2 0.9 0.271
H -1.967722 2.088616 -3.007067 0.3 0.4 0.5 0.018
C 0.224259 2.229908 -0.490867 0.1 0.0 -0.8 0.024
C -0.664396 3.157942 -0.020512 -0.7 0.0 -0.5 0.264
H -0.302588 -1.475533 -0.988479 -0.6 0.4 0.0 0.004
H -4.410450 -1.187212 0.466658 0.3 0.1 -0.4 0.001
H -4.466320 -0.942328 -2.330458 0.4 0.0 0.4 0.004
H -0.629593 3.698177 0.939464 -0.1 -0.3 -0.7 0.014
H 0.299703 0.832183 -2.227120 -0.5 0.3 0.2 0.015
H -2.499064 3.917080 -1.021666 0.0 -0.6 0.1 0.009
Ti -3.348611 1.046670 -1.041320 0.3 0.5 1.7 0.849
C 1.654230 2.209800 -0.002840 -0.6 -0.9 0.5 -0.006
C 2.179255 3.636057 -0.138194 0.0 -0.3 -0.2 0.004
C 2.491894 1.256932 -0.837972 0.0 0.1 -0.1 0.005
H 2.165595 3.873228 -1.206925 0.2 0.3 0.2 0.000
H 3.182241 3.662662 0.288680 0.2 0.3 -0.2 -0.001
H 1.519389 4.313227 0.411385 0.3 0.0 -0.2 0.004
H 2.426855 1.629909 -1.866123 0.3 -0.3 0.0 0.002
H 2.122289 0.219246 -0.806977 0.1 0.4 0.1 0.001
H 3.526148 1.304734 -0.477440 0.0 -0.2 -0.2 0.000
C 1.810767 1.884581 1.505069 -0.3 0.0 0.2 -0.003
C 1.212919 0.622866 2.115233 -1.5 0.2 1.0 -0.001
H 1.293704 2.681620 2.038323 0.3 0.2 0.2 0.000
H 2.909700 1.908408 1.679631 -0.6 0.1 0.3 0.000
O 0.068699 0.541279 2.604529 2.3 0.1 -1.4 0.000
N 2.105762 -0.410691 2.193381 0.5 -0.7 0.6 0.000
C 1.740257 -1.735294 2.662278 0.0 -0.2 0.0 0.000
H 3.110730 -0.246161 2.227100 -0.8 0.4 -0.4 0.000
C 1.709807 -2.708814 1.508960 0.1 -0.4 -0.2 0.000
C 0.806562 -3.778641 1.506105 0.1 0.3 -0.3 0.000
H 0.090899 -3.851009 2.335761 0.2 -0.1 -0.5 0.000
C 0.801819 -4.676347 0.433722 0.4 0.1 0.1 0.000
H 0.090452 -5.506583 0.430140 0.3 0.3 -0.1 0.000
C 1.731650 -4.514719 -0.607375 0.1 0.1 0.2 0.000
H 1.809320 -5.260573 -1.397654 -0.3 0.2 0.1 0.000
C 2.620888 -3.430476 -0.616040 0.0 0.1 0.7 0.000
H 3.337124 -3.266891 -1.424678 -0.3 -0.3 0.2 0.000
C 2.627860 -2.540897 0.466362 -0.5 -0.3 -0.2 0.000
H 3.297248 -1.675542 0.507448 -0.2 -0.5 -0.3 0.000
H 0.769321 -1.742749 3.173245 0.3 0.3 -0.1 0.000
H 2.513577 -2.083363 3.366625 -0.3 0.2 0.0 0.000
O -5.413066 1.848745 -1.488255 0.2 -0.9 0.7 0.099
N -5.273375 0.971670 -0.510046 -0.5 1.8 0.5 0.053
O -6.044770 0.926334 0.437122 0.1 0.0 -1.4 0.054
O -2.704447 2.130096 0.331688 -0.2 0.6 -1.7 0.113
```
Positions in Å, forces in eV/Å.

## Properties
max |F|: 2.66 eV/Å
net charge: -1
2S+1: 3
E_tot: -57501.5417 eV
E_HOMO (alpha / beta): -0.0792 / -0.1600 Eh